Record 1
ORCA calculation (the ωB97M-V functional and the def2-TZVPD basis) on a cluster of 3 separate species, C3H13NO2S in total.

```
20
Properties=species:S:1:pos:R:3:forces:R:3
C -2.3713 -0.6151 0.5897 -1.0 0.6 -0.7
C -0.8821 -0.2007 0.7769 -2.0 -1.8 -1.5
N -0.3119 -0.8988 1.9103 0.9 1.1 1.2
C -0.8540 1.2839 0.7920 1.2 1.7 0.8
S 0.8411 2.1198 0.7727 -0.5 -0.1 -0.3
H -2.8371 -0.1431 -0.2925 0.5 0.3 0.2
H -2.5902 -1.6539 0.3360 0.7 -0.3 0.6
H -3.0260 -0.3161 1.4144 0.3 -0.1 0.2
H -0.4538 -0.5506 -0.1708 0.6 0.1 0.3
H -0.9224 -1.5569 2.3673 -0.4 -0.4 -0.6
H -0.1716 -0.2258 2.6672 0.4 -0.1 -0.3
H -1.2924 1.6796 1.7083 -0.4 -0.1 -0.1
H -1.3269 1.7428 -0.0666 -0.4 -0.4 -0.1
H 0.3651 3.2683 0.2158 0.2 -0.5 0.3
O 1.9056 0.5716 -2.1470 0.1 -1.0 -0.9
H 2.3945 0.4680 -2.9771 -0.1 -0.2 0.2
H 2.0723 1.4730 -1.9263 0.0 1.0 0.6
O 3.5202 -2.3004 -1.9706 -0.3 -0.1 -0.6
H 3.0262 -1.8728 -1.2677 -0.1 0.2 0.1
H 2.9145 -2.2727 -2.7320 0.4 -0.1 0.5
```
Forces are in eV/Å.

SMILES string	C[C@H](N)CS.O.O
Kohn-Sham gap	0.3585	Ha


Record 2
ORCA calculation (the ωB97M-V functional and the def2-TZVPD basis) on a cluster of 2 separate species, C2H7N5O in total.

```
15
Properties=species:S:1:pos:R:3:forces:R:3
C -0.7421 -0.0040 0.1896 -1.9 -0.8 -2.8
C 2.2194 -0.2166 0.4130 -0.2 -1.8 -3.4
H 0.2359 1.5071 0.5135 -0.2 1.1 -0.8
H -1.3727 1.9337 -0.3203 2.8 -2.3 0.9
H -1.9966 -1.3787 -0.1317 -1.6 3.3 1.9
H -3.4482 -0.5443 -1.8695 1.4 2.8 2.7
H 1.6278 -1.6678 -0.9311 0.6 -1.7 -0.9
H 3.3653 -0.0902 -0.2052 -3.2 -0.2 2.4
H 2.6613 0.7142 1.6772 -2.7 -0.5 1.7
N -0.4858 1.2562 -0.1847 -0.6 3.0 1.0
N -2.1706 -0.3002 0.3078 1.3 -3.5 -1.9
N 0.0164 -1.0277 0.0741 0.3 -1.0 -0.5
N 1.3359 -0.8651 -0.4740 -1.2 2.9 2.4
N 1.6926 0.1681 1.5224 5.8 2.6 -0.7
O -2.9386 0.5153 -0.5809 -0.6 -3.8 -1.8
```
Forces are in eV/Å.

Kohn-Sham gap	0.2474	Ha


Record 3
ORCA calculation (the ωB97M-V functional and the def2-TZVPD basis) on a cluster of 5 separate species, C25H76N12O10P5S in total.

```
129
Properties=species:S:1:pos:R:3:forces:R:3
O 2.7779 -0.0417 5.2632 0.1 -0.3 0.1
P 2.9304 0.9700 4.2278 -1.0 -0.4 1.5
O 3.3989 0.3622 2.8228 0.2 0.6 -0.2
O 4.0573 2.0167 4.7444 0.2 0.1 -1.1
C 1.4668 1.9927 3.8970 0.5 -0.2 -0.5
S -0.1598 1.2543 4.2043 -2.6 -0.2 0.3
O -0.5894 1.7267 5.5117 0.8 0.1 0.4
O -0.0884 -0.1912 4.1144 0.8 -0.1 -0.3
O -1.0228 1.8274 3.1679 0.7 0.2 -0.5
H 3.0018 0.8387 2.0810 0.1 -0.1 -0.1
H 4.5891 2.3265 4.0010 0.1 0.2 0.1
H 1.5241 2.8951 4.4977 0.0 0.0 0.1
H 1.4647 2.2745 2.8418 -0.1 0.2 0.0
O 2.9127 3.3836 0.0613 3.5 0.1 0.4
P 3.0586 4.7076 -0.6226 -6.0 1.3 -1.5
N 2.2888 5.7369 0.5029 0.0 -0.3 0.3
C 1.6539 6.9938 0.1819 0.3 0.4 -0.4
C 2.9941 5.8387 1.7755 0.2 -0.3 0.1
N 2.0133 4.3924 -1.9821 -0.3 0.5 -0.1
C 0.5822 4.6563 -1.8625 -0.1 0.2 0.2
C 2.2120 3.0523 -2.5373 0.3 -0.1 0.1
N 3.9262 5.9899 -1.4825 2.5 -1.5 0.8
C 3.5416 6.4371 -2.8115 -0.3 -0.1 -0.3
C 5.3858 5.7632 -1.4508 0.0 0.1 0.4
H 2.3749 7.8062 0.0008 0.0 0.0 0.0
H 1.0160 7.2952 1.0153 0.1 -0.1 0.1
H 1.0007 6.9211 -0.6825 0.1 0.0 0.0
H 3.8758 6.4950 1.6990 -0.1 0.1 0.1
H 3.3291 4.8562 2.1085 0.0 0.0 -0.1
H 2.3334 6.2330 2.5483 -0.1 0.0 -0.1
H 0.1543 4.2861 -0.9241 -0.1 0.0 0.0
H 0.0474 4.1859 -2.6882 0.1 -0.2 0.0
H 0.3661 5.7229 -1.9576 0.0 0.0 0.1
H 1.6955 2.2806 -1.9589 0.0 0.0 0.0
H 3.2732 2.7930 -2.5640 0.0 0.0 0.0
H 1.8396 3.0214 -3.5645 0.0 0.1 0.0
H 3.6259 5.6619 -3.5769 0.0 0.0 0.0
H 4.2006 7.2655 -3.0910 0.1 0.0 0.2
H 2.5294 6.8350 -2.8175 -0.1 -0.2 0.0
H 5.6874 4.9239 -2.0890 0.1 0.1 -0.1
H 5.7090 5.5374 -0.4299 0.0 0.0 0.0
H 5.9269 6.6550 -1.7705 -0.1 0.0 0.0
O -1.0925 1.0373 -1.7391 1.4 -0.3 2.9
P -2.0567 0.0326 -1.1780 -3.8 -0.7 -4.2
N -1.7027 -1.3193 -2.1743 0.4 0.2 -0.5
C -2.6217 -2.3851 -2.4928 -0.3 -0.2 0.5
C -0.3617 -1.8506 -1.9655 0.3 0.3 0.1
N -3.5411 0.8157 -1.6961 -0.3 -0.3 -0.4
C -4.0699 0.5404 -3.0197 0.0 -0.3 -0.1
C -3.5051 2.2572 -1.4739 0.2 0.0 0.2
N -2.8735 -0.8780 0.0767 2.1 1.1 1.5
C -4.3138 -0.8400 0.2700 -0.4 0.2 -0.2
C -2.1958 -0.6859 1.3891 0.3 -0.1 0.0
H -2.7648 -3.0929 -1.6623 0.0 0.0 0.0
H -2.2363 -2.9495 -3.3470 0.1 0.1 0.0
H -3.5986 -2.0166 -2.7941 0.0 0.1 0.1
H -0.3005 -2.4466 -1.0428 0.0 -0.1 -0.1
H 0.3691 -1.0446 -1.8937 -0.1 0.1 0.0
H -0.0628 -2.4811 -2.8067 -0.1 -0.1 0.0
H -3.2996 0.5631 -3.8038 -0.1 0.0 0.0
H -4.8394 1.2724 -3.2748 0.1 0.1 0.1
H -4.5810 -0.4246 -3.0521 0.1 0.0 0.0
H -2.9464 2.7864 -2.2560 0.1 0.0 0.1
H -3.0376 2.4927 -0.5164 0.0 0.0 0.0
H -4.5248 2.6518 -1.4476 0.0 -0.1 0.0
H -4.6951 0.1476 0.5375 0.0 0.0 0.0
H -4.5581 -1.5282 1.0836 0.2 0.0 0.1
H -4.8441 -1.2020 -0.6106 0.1 0.2 -0.1
H -2.3528 0.3196 1.7834 0.0 -0.1 0.2
H -1.1159 -0.8246 1.2804 0.0 0.1 0.0
H -2.5382 -1.4118 2.1259 -0.1 -0.1 -0.1
O 4.9771 -1.3370 -4.5105 1.0 2.4 -2.2
P 4.2695 -1.8857 -5.7114 -2.7 -5.0 2.3
N 2.6388 -1.6663 -5.2674 0.1 0.2 0.4
C 1.5335 -2.4560 -5.7584 -0.1 -0.2 -0.6
C 2.2468 -0.2623 -5.1532 0.3 0.2 0.1
N 4.7438 -3.5603 -5.5287 -0.4 -0.3 -0.1
C 3.9307 -4.4472 -4.7078 -0.3 0.0 0.0
C 6.1473 -3.6986 -5.1507 0.1 0.2 -0.1
N 3.9646 -2.0831 -7.4441 1.8 2.3 -0.3
C 4.0622 -3.3691 -8.1156 0.1 -0.4 0.1
C 4.6930 -1.0682 -8.2331 -0.2 0.3 0.1
H 1.2427 -2.1976 -6.7879 0.0 0.0 0.0
H 0.6611 -2.2972 -5.1209 0.1 0.2 0.1
H 1.7262 -3.5249 -5.7241 0.2 0.1 -0.1
H 2.0952 0.1953 -6.1432 -0.1 0.0 0.0
H 3.0121 0.3080 -4.6268 0.0 -0.1 0.0
H 1.3230 -0.1677 -4.5808 0.0 -0.1 0.0
H 3.6371 -3.9968 -3.7516 0.0 -0.1 0.0
H 4.4786 -5.3677 -4.4993 0.2 0.1 0.0
H 3.0335 -4.7700 -5.2386 0.0 0.1 0.1
H 6.3097 -3.5306 -4.0807 0.0 0.1 0.0
H 6.7710 -2.9863 -5.6943 0.0 0.0 0.0
H 6.4996 -4.7026 -5.4021 -0.1 0.0 0.0
H 5.0657 -3.8015 -8.0934 0.0 -0.1 0.0
H 3.7769 -3.2244 -9.1622 0.0 0.2 0.0
H 3.3561 -4.0860 -7.7024 0.1 0.0 0.2
H 5.7738 -1.2548 -8.2492 0.0 0.0 -0.1
H 4.5334 -0.0739 -7.8051 0.0 0.0 0.0
H 4.3302 -1.0386 -9.2614 -0.1 -0.1 0.0
O -5.9904 -2.1291 5.0774 -2.2 1.1 2.4
P -5.2253 -2.6117 6.2758 4.9 -2.6 -2.7
N -3.8232 -1.6655 6.1992 -0.1 0.2 -0.3
C -2.5298 -2.0252 6.7438 0.2 -0.3 0.6
C -4.0579 -0.2382 6.4202 -0.4 0.2 -0.2
N -4.9082 -4.2406 5.7077 0.5 -0.2 0.1
C -3.7151 -4.4954 4.9116 0.2 0.1 0.1
C -6.0663 -4.8340 5.0513 -0.2 0.1 0.1
N -5.0417 -3.0963 7.9732 -2.7 1.2 0.3
C -4.6426 -4.4362 8.3687 0.1 -0.4 -0.2
C -6.2109 -2.6838 8.7737 0.1 0.4 0.0
H -2.4854 -1.9148 7.8378 0.0 0.0 0.0
H -1.7638 -1.3778 6.3107 -0.1 0.1 -0.1
H -2.2247 -3.0389 6.4971 -0.2 0.0 0.0
H -4.2117 -0.0248 7.4899 0.1 0.1 0.0
H -4.9387 0.1073 5.8776 0.0 -0.2 0.0
H -3.2131 0.3523 6.0668 0.2 -0.1 0.0
H -3.5557 -3.7456 4.1268 0.1 0.0 0.0
H -3.7854 -5.4778 4.4396 -0.2 0.0 0.0
H -2.8228 -4.5475 5.5363 0.0 0.1 -0.1
H -6.1820 -4.4907 4.0167 -0.1 0.0 0.0
H -6.9872 -4.5883 5.5843 0.0 0.0 0.0
H -5.9704 -5.9239 5.0464 0.1 0.0 0.0
H -5.3535 -5.2128 8.0725 0.0 0.0 0.0
H -4.5549 -4.4533 9.4597 -0.1 0.2 0.0
H -3.6584 -4.6859 7.9789 -0.1 0.0 -0.2
H -7.1024 -3.2818 8.5440 0.0 0.0 0.1
H -6.4523 -1.6357 8.5723 0.0 0.0 0.0
H -6.0026 -2.7674 9.8416 0.1 0.0 0.0
```
Forces are in eV/Å.

Kohn-Sham gap	0.2565	Ha
charge	-1


Record 4
ORCA calculation (the ωB97M-V functional and the def2-TZVPD basis) on a cluster of 9 separate species, C27H61ClO16P2 in total.

```
107
Properties=species:S:1:pos:R:3:forces:R:3
O -1.6069 -2.2441 -1.7652 0.8 0.3 1.2
C -2.2290 -2.2572 -2.7739 -0.6 0.4 -1.0
O -3.5869 -2.4110 -2.7445 0.1 0.4 -0.6
C -1.6195 -2.0885 -4.1603 0.6 -0.5 0.3
C -0.1026 -1.7695 -4.0694 -0.5 0.1 -0.5
C 0.2004 -0.2631 -3.7736 0.3 -1.0 0.0
C 1.0975 0.0513 -2.5604 -0.6 1.0 -0.4
C 1.5501 1.3068 -2.3482 0.7 0.6 0.9
P 1.1818 2.7218 -3.5211 -0.4 -0.7 -1.5
O 2.6394 2.9561 -4.3035 -0.6 -0.5 1.1
Cl 0.8140 4.4871 -2.4328 0.7 -0.6 0.4
C 2.3722 1.5483 -1.0734 -1.9 -1.5 0.1
O 3.3417 2.2329 -1.0514 1.1 1.1 0.0
C 1.8429 0.7796 0.1393 0.1 1.0 -0.1
C 1.4087 -0.4517 -0.0549 -0.4 -0.6 -0.5
C 0.8251 -1.2671 1.0849 0.4 -0.7 1.1
P 1.1197 -3.0759 0.9927 -0.3 -1.5 -1.8
O 0.4118 -3.7248 -0.1124 -0.3 0.2 -0.2
O 0.6686 -3.8365 2.3740 0.8 1.9 -0.1
O 2.7106 -3.3371 0.8185 -0.5 0.4 1.1
C 1.5449 -0.9617 -1.4991 -1.3 1.3 0.8
O 2.0263 -2.0139 -1.7502 0.7 -1.2 -0.6
H -3.8647 -2.1513 -1.8527 0.1 -0.4 0.0
H -1.6781 -3.0674 -4.6615 -0.3 0.4 0.0
H -2.1581 -1.3455 -4.7663 -0.1 -0.3 0.3
H 0.3100 -1.9978 -5.0651 0.0 -0.1 0.4
H 0.3241 -2.4934 -3.3652 0.1 0.5 -0.1
H -0.7735 0.2558 -3.7125 0.5 0.0 0.5
H 0.6942 0.1715 -4.6594 -0.1 -0.2 0.3
H 3.2644 2.2845 -3.9828 0.2 0.4 0.0
H 1.7832 1.2328 1.1363 0.5 0.1 -0.4
H 1.2472 -0.9278 2.0525 0.0 0.1 -0.5
H -0.2670 -1.1306 1.1957 0.4 -0.1 -0.4
H 0.1627 -3.1809 2.8838 0.1 -0.5 0.2
H 2.8722 -3.6564 -0.0846 -0.2 0.1 0.1
C 1.4111 -0.3779 -9.0168 0.0 -0.1 0.0
C 1.1118 -0.3537 -7.5297 0.0 0.3 -0.2
O 2.2192 0.1462 -6.7980 0.1 0.0 0.2
H 2.2860 -0.9971 -9.2185 -0.1 -0.1 0.0
H 0.5635 -0.7712 -9.5820 0.0 0.0 0.0
H 1.6376 0.6271 -9.3810 -0.1 0.0 0.0
H 0.9104 -1.3619 -7.1649 0.1 0.0 0.1
H 0.2387 0.2754 -7.3154 -0.1 -0.1 -0.1
H 2.3896 1.0410 -7.1144 0.0 0.0 0.1
C -3.9017 0.6057 2.8048 0.1 0.0 0.1
C -3.0852 0.5783 1.5276 -0.3 -0.3 0.1
O -2.2645 -0.5871 1.4784 0.1 0.0 0.1
H -3.2454 0.5878 3.6772 0.0 0.1 0.0
H -4.5253 1.5005 2.8514 0.0 0.0 0.0
H -4.5473 -0.2749 2.8701 -0.1 0.1 -0.1
H -2.4279 1.4453 1.4768 0.1 -0.2 0.0
H -3.7371 0.5871 0.6480 0.0 0.2 0.0
H -2.8432 -1.3573 1.5115 0.1 0.0 -0.1
C -3.2997 5.1183 -0.0529 -0.1 0.1 0.0
C -3.3468 3.6960 -0.5797 0.4 0.2 0.0
O -2.5517 3.5649 -1.7518 -0.1 -0.1 0.0
H -3.6558 5.8172 -0.8111 -0.1 0.0 0.0
H -3.9156 5.2259 0.8424 0.0 0.0 0.0
H -2.2740 5.4051 0.1920 0.0 -0.1 0.1
H -4.3682 3.4198 -0.8427 0.1 -0.1 -0.1
H -2.9824 2.9926 0.1760 -0.2 0.1 0.1
H -1.6453 3.7990 -1.5177 0.0 0.0 -0.1
C 1.1212 2.2293 5.4495 -0.1 0.0 0.1
C 1.7698 1.3386 4.4098 0.2 0.4 0.0
O 1.8634 2.0149 3.1569 -0.1 -0.1 0.0
H 0.1236 2.5311 5.1268 0.0 -0.1 0.0
H 1.0394 1.7172 6.4100 0.0 0.0 0.0
H 1.7054 3.1413 5.5854 0.1 -0.1 0.1
H 1.1767 0.4364 4.2556 0.0 0.0 -0.1
H 2.7750 1.0415 4.7262 -0.1 -0.1 0.1
H 2.3965 2.8088 3.2908 0.0 0.0 0.0
C -3.9818 -0.8037 6.9436 0.0 -0.1 -0.1
C -2.5157 -0.4578 6.7628 -0.3 0.3 0.2
O -2.3694 0.8244 6.1566 0.1 0.0 -0.1
H -4.4963 -0.7978 5.9812 0.1 -0.1 0.0
H -4.0988 -1.7884 7.3993 0.0 0.0 0.0
H -4.4776 -0.0642 7.5774 0.0 -0.1 0.1
H -2.0294 -1.1854 6.1131 0.1 0.1 -0.1
H -1.9978 -0.4548 7.7273 0.0 -0.2 0.0
H -2.7902 1.4699 6.7348 0.0 0.0 -0.1
C 2.6455 7.1753 6.2383 -0.1 0.0 0.0
C 2.5638 5.7376 5.7618 0.4 0.3 0.1
O 3.3287 5.5578 4.5717 -0.2 -0.2 -0.1
H 2.2791 7.8534 5.4664 -0.1 -0.1 0.0
H 2.0557 7.3219 7.1449 0.0 0.0 0.0
H 3.6813 7.4551 6.4459 0.0 0.0 0.1
H 1.5323 5.4693 5.5356 0.1 0.0 -0.1
H 2.9389 5.0505 6.5282 -0.2 0.0 0.1
H 4.2429 5.7847 4.7735 -0.1 0.0 -0.1
C 3.5088 -5.4159 4.8251 0.0 0.0 0.1
C 4.4042 -5.6270 3.6175 -0.4 0.3 -0.1
O 3.6296 -5.8758 2.4533 0.1 -0.2 0.0
H 2.8790 -6.2915 4.9899 0.1 0.0 0.0
H 4.1000 -5.2324 5.7251 0.0 0.0 0.0
H 2.8411 -4.5654 4.6652 0.1 0.0 0.0
H 5.0545 -6.4884 3.7707 0.0 0.0 -0.1
H 5.0326 -4.7460 3.4438 0.1 0.0 0.1
H 3.0616 -5.1081 2.3120 0.1 -0.1 -0.1
C -1.9915 -3.8429 -9.1084 0.0 -0.1 0.0
C -2.2616 -3.7862 -7.6169 0.1 0.3 -0.2
O -1.1291 -3.2740 -6.9170 0.1 -0.2 0.0
H -1.1242 -4.4716 -9.3150 -0.1 0.0 0.0
H -2.8522 -4.2423 -9.6475 0.0 0.0 0.0
H -1.7666 -2.8465 -9.4984 -0.1 0.0 0.0
H -2.4646 -4.7830 -7.2271 0.1 0.1 0.1
H -3.1267 -3.1492 -7.4043 -0.1 -0.1 0.0
H -0.9554 -2.3881 -7.2541 0.0 -0.1 0.0
```
Forces are in eV/Å.

SMILES string	O=C(O)CCCC1=C(P(O)Cl)C(=O)C=C(CP(=O)(O)O)C1=O.CCO.CCO.CCO.CCO.CCO.CCO.CCO.CCO
Kohn-Sham gap	0.2987	Ha